{
  "formula": "C15H43NO7",
  "method": "ωB97M-V with the def2-TZVPD basis set",
  "de_lowest_ev": 2.4133,
  "homo_lumo_gap_ha": 0.3231,
  "total_energy_ev": -32070.0478,
  "homo_ev": -8.36,
  "charge": 0,
  "species": ["C", "H", "H", "O", "H", "H", "H", "H", "H", "H", "C", "H", "C", "C", "O", "C", "O", "H", "H", "H", "O", "H", "O", "H", "C", "H", "C", "C", "H", "H", "C", "C", "H", "H", "H", "C", "H", "H", "C", "H", "H", "H", "O", "H", "H", "H", "H", "H", "O", "H", "H", "H", "H", "H", "H", "H", "H", "C", "H", "H", "N", "C", "H", "H", "C", "H"],
  "coordinates": [[-41.3203, 7.6147, 4.1287], [-33.3189, 8.0312, 4.7451], [-35.3994, 1.2319, 13.2526], [-29.4909, 11.5773, 3.2931], [-31.8799, 6.7747, 2.9414], [-39.9359, 7.1424, 1.7412], [-29.7545, 2.3801, 3.1074], [-32.5206, 1.5747, 4.1569], [-36.7573, 7.5014, 11.2166], [-39.1791, 8.4127, 9.9987], [-32.2696, 1.0972, 3.2097], [-33.7660, 4.4059, 12.6478], [-34.0844, 4.6204, 10.5007], [-39.2237, 7.3669, 10.3029], [-39.6452, 6.1646, 4.8787], [-35.5948, 6.3798, 9.7334], [-30.5848, 2.8518, 3.0090], [-40.4010, 5.5342, 2.4518], [-28.8558, 7.3600, -1.5055], [-36.1015, 4.8978, 11.0724], [-34.7195, 2.6688, 11.8324], [-35.9011, 2.7790, 13.5750], [-27.0914, 6.5353, -2.0373], [-38.6984, 6.1059, 2.4832], [-39.7465, 6.4032, 2.5195], [-35.6594, 5.9344, 8.7406], [-31.4886, 2.0127, 2.2487], [-28.0373, 6.7954, -1.0590], [-40.1494, 7.0483, 9.8236], [-33.1628, 0.6987, 2.7286], [-39.8594, 7.1064, 3.9013], [-33.8019, 3.7713, 11.7623], [-39.7785, 6.6355, 5.7045], [-39.1336, 7.9183, 3.9471], [-31.7192, 0.1944, 3.4746], [-33.2871, 7.7044, 3.7058], [-41.3427, 8.4545, 4.8232], [-29.9247, 10.7209, 3.2921], [-30.4709, 12.4838, 3.7880], [-30.4223, 1.9723, 0.3502], [-31.4393, 12.0107, 3.6254], [-30.3107, 12.7552, 4.8315], [-38.0415, 6.6606, 9.8023], [-41.6039, 8.1850, 3.2442], [-28.3596, 5.8704, -0.5810], [-31.3981, 0.5856, 0.7156], [-27.5833, 7.4271, -0.2955], [-34.8584, 7.1693, 9.5830], [-31.9672, 7.6627, 3.2955], [-39.2543, 7.2973, 11.3903], [-26.9467, 7.4397, -2.3249], [-33.7567, 6.7216, 3.6625], [-34.2102, 4.0272, 9.5950], [-36.8556, 8.1419, 9.6188], [-32.1962, 2.7082, 1.7974], [-29.8759, 0.7612, 1.5454], [-42.0807, 6.8929, 4.4269], [-30.7317, 1.3205, 1.1672], [-30.4397, 13.4151, 3.2225], [-34.2568, 2.3079, 13.9580], [-35.2766, 5.3729, 10.7350], [-36.8245, 7.2023, 10.1706], [-32.7897, 3.3670, 11.7582], [-33.9136, 8.3223, 3.0625], [-35.0272, 2.2544, 13.1887], [-33.2389, 5.2904, 10.3448]],
  "atomic_forces_ev_per_a": [[0.9, 1.9, -0.8], [-0.3, 0.2, 0.0], [0.4, -0.3, -0.8], [0.0, 0.1, 0.1], [0.7, 0.1, -0.2], [-0.1, -0.2, -0.1], [0.1, -0.1, 0.0], [-0.1, 0.3, -0.3], [0.0, -0.5, 0.4], [0.4, 0.4, 0.2], [0.3, -0.5, -0.4], [-0.8, 0.2, 0.1], [-0.5, -0.8, 1.1], [1.5, 0.1, -0.6], [1.1, -1.0, 1.2], [-1.0, 0.1, 0.7], [-0.4, 0.1, -0.2], [0.0, 0.1, 0.0], [-0.5, -0.2, 0.3], [0.3, -0.4, -0.3], [0.0, 0.1, 1.6], [0.1, 0.7, -0.1], [0.7, 0.1, -0.8], [0.0, -0.3, -0.5], [0.7, 0.8, 1.3], [-0.7, 0.0, -0.4], [0.1, 0.7, 1.4], [-0.6, 0.2, 1.1], [0.4, -0.8, 0.1], [-0.2, 0.3, 0.0], [-2.7, -0.2, -1.5], [0.6, -0.5, -0.8], [0.1, -0.3, 0.4], [0.0, 0.3, 0.0], [0.5, 0.0, 0.0], [-1.4, -0.1, 0.6], [0.2, -0.2, 0.8], [0.3, -0.2, -0.1], [-0.1, -0.1, -0.4], [0.1, 0.2, 0.3], [-0.3, 0.4, 0.4], [0.0, -0.3, 0.2], [-2.8, -1.4, 0.4], [-0.5, -0.4, -0.4], [-0.2, 0.1, -0.2], [0.0, -0.2, -0.1], [-0.2, 0.1, 0.4], [0.8, -0.3, 0.6], [0.9, -0.5, -0.7], [-0.2, 0.0, 0.0], [0.8, -0.2, -0.8], [0.0, -0.2, 0.2], [0.4, -0.6, -0.1], [0.9, 0.6, -0.1], [0.0, 0.1, 0.0], [0.1, 0.1, 0.1], [0.4, -0.3, -0.3], [-0.4, -0.9, -0.8], [0.1, -0.1, -0.2], [0.6, 0.4, -0.5], [0.0, 2.0, 0.2], [0.3, 1.3, -1.2], [0.2, -0.2, -0.5], [0.1, 0.4, 0.1], [-0.9, -0.1, -0.2], [0.0, 0.2, 0.0]]
}

---

{
  "formula": "C15H44O7",
  "method": "ωB97M-V with the def2-TZVPD basis set",
  "de_lowest_ev": 0.6625,
  "homo_lumo_gap_ha": 0.3703,
  "total_energy_ev": -30600.9774,
  "homo_ev": -10.03,
  "charge": 0,
  "species": ["H", "H", "H", "C", "H", "C", "C", "H", "H", "H", "C", "H", "H", "H", "H", "C", "C", "H", "H", "H", "H", "O", "C", "O", "H", "C", "C", "H", "H", "H", "H", "C", "H", "H", "H", "H", "H", "H", "O", "H", "H", "O", "H", "O", "H", "H", "H", "H", "H", "H", "H", "H", "H", "C", "H", "C", "H", "C", "O", "O", "C", "C", "H", "H", "H", "H"],
  "coordinates": [[2.7424, -3.8624, 1.6599], [0.4214, 0.9803, 1.2649], [-1.2886, -1.1589, 0.4644], [-1.6215, -0.3128, -0.1471], [0.9621, 2.9874, -1.6839], [-4.4253, 0.8805, 4.5272], [-4.4493, 2.3785, 4.7352], [3.9120, 1.2700, -3.9472], [-1.2143, 5.2332, -3.9559], [2.2901, -2.3687, -3.0839], [4.6996, -1.3746, -3.7243], [1.7331, -5.1085, 3.5652], [0.6188, -0.6509, 3.0431], [-2.4510, 0.1936, 0.3438], [5.5353, -0.6948, -3.5151], [0.7506, -0.1156, -0.9162], [0.5551, 3.9485, -1.9912], [0.3648, -3.3980, 2.0516], [-4.3487, -0.6018, 2.9417], [-0.0093, 3.1654, -4.5330], [1.1800, -6.3609, 2.4577], [-1.2476, 5.1630, -2.9982], [-0.4831, 0.6280, -0.4665], [2.4759, -5.3288, 0.2815], [-5.2896, 2.8077, 4.1851], [0.6626, -4.0422, 1.2201], [2.0186, -4.6531, 1.4581], [-0.8406, 1.3302, -1.2211], [0.4788, -0.7757, -1.7560], [1.7320, -5.8398, -0.0547], [-4.5560, 2.6185, 5.7918], [1.9693, -5.6243, 2.6317], [-2.4395, 3.3096, 1.8517], [-0.0945, -4.8366, 1.1614], [3.0517, 0.3303, -5.1490], [2.1204, -0.4672, 2.8011], [1.2442, 4.4558, -2.6772], [4.8804, -2.2640, -3.1197], [2.2918, -1.6222, -3.6905], [2.1485, 0.9844, -3.7750], [-0.6841, 1.8759, -3.5158], [-1.6891, 3.0362, 2.3862], [-5.3343, 0.4244, 4.9427], [1.2556, -0.1609, 2.5134], [-1.1475, 2.4872, 1.7898], [-3.5335, 2.8426, 4.3632], [3.3759, -0.5873, -2.2603], [4.7393, -1.6153, -4.7867], [1.4961, 0.5239, -1.3929], [0.5184, 4.6444, -1.1485], [1.1729, -0.7330, -0.1265], [0.5765, -3.4705, 0.2956], [-3.2530, 0.7766, 2.7455], [-0.8096, 2.9130, -3.8361], [-1.7759, 2.9608, -4.3470], [-0.8195, 3.8430, -2.6294], [-2.0164, -0.7548, -1.0704], [3.3787, -0.7363, -3.3499], [-3.3198, 0.3605, 5.3127], [-0.1847, 1.4530, 0.6748], [-4.2532, 0.4790, 3.0721], [3.1000, 0.5550, -4.0774], [2.9160, -6.1512, 2.7224], [-4.9800, 0.9761, 2.4258], [-3.2829, -0.5887, 5.1620], [-1.5262, 3.4434, -1.8964]],
  "atomic_forces_ev_per_a": [[0.2, -0.1, -0.1], [0.0, -0.1, -0.1], [0.0, 0.2, 0.2], [-0.3, -0.6, -0.3], [0.0, 0.0, 0.1], [0.4, -0.4, 0.4], [0.0, 0.0, -0.1], [-0.1, 0.1, 0.2], [0.0, 0.0, 0.0], [0.1, 0.0, 0.0], [0.5, 0.3, 0.1], [0.1, 0.0, 0.0], [0.0, 0.1, 0.1], [0.1, 0.1, 0.1], [-0.2, 0.0, 0.0], [-0.2, -0.3, -1.5], [0.1, 0.8, 0.0], [0.0, 0.0, 0.0], [-0.1, 0.0, 0.0], [0.0, 0.0, 0.0], [0.0, 0.0, 0.0], [-0.1, -0.3, 0.2], [0.0, 0.3, 0.8], [0.0, 0.2, 0.1], [0.0, 0.0, 0.1], [-0.8, 0.0, 0.1], [0.0, -0.3, -0.1], [0.2, 0.0, -0.1], [-0.1, -0.1, 0.3], [0.1, -0.1, 0.0], [0.0, 0.0, 0.0], [-0.1, 0.1, -0.1], [0.0, 0.0, 0.0], [0.1, 0.1, 0.0], [-0.1, 0.1, 0.1], [0.0, 0.1, 0.0], [0.0, -0.4, -0.2], [-0.1, -0.1, -0.2], [0.0, 0.2, 0.1], [0.0, 0.1, 0.1], [0.2, 0.0, 0.0], [-0.1, 0.0, 0.1], [-0.1, 0.2, -0.2], [0.0, -0.2, 0.0], [-0.1, 0.1, 0.0], [0.0, -0.1, 0.0], [-0.1, 0.2, -0.1], [-0.1, -0.1, 0.0], [0.1, 0.2, 0.6], [-0.1, -0.4, 0.2], [0.1, 0.1, 0.1], [0.3, 0.1, 0.0], [-0.1, 0.1, 0.0], [-0.4, -0.1, 0.2], [0.1, 0.0, -0.1], [0.5, 0.0, -0.3], [0.1, 0.1, 0.1], [-0.3, -0.5, 0.2], [-0.3, 0.2, -0.3], [0.1, 0.0, -0.3], [0.2, 0.1, -0.1], [0.3, -0.2, -0.5], [0.1, 0.0, 0.1], [-0.1, -0.1, 0.1], [0.0, 0.0, 0.0], [-0.1, 0.2, 0.0]]
}

---

{
  "formula": "C15H45ClO24P5",
  "method": "ωB97M-V with the def2-TZVPD basis set",
  "de_lowest_ev": 1.0500,
  "homo_lumo_gap_ha": 0.3107,
  "total_energy_ev": -124397.2178,
  "homo_ev": -6.18,
  "charge": -1,
  "species": ["O", "H", "H", "P", "H", "H", "H", "O", "O", "H", "O", "C", "H", "H", "P", "H", "P", "C", "H", "C", "O", "H", "P", "H", "H", "H", "O", "H", "C", "H", "H", "H", "O", "C", "H", "O", "H", "O", "O", "H", "C", "H", "Cl", "H", "C", "H", "H", "O", "H", "O", "H", "C", "O", "O", "C", "O", "H", "O", "C", "O", "H", "O", "H", "O", "H", "H", "H", "O", "H", "O", "H", "H", "H", "O", "P", "H", "H", "C", "C", "C", "H", "H", "H", "H", "C", "O", "H", "O", "H", "C"],
  "coordinates": [[9.4533, 29.3864, 26.1649], [5.0911, 36.6315, 34.4224], [0.9425, 30.5175, 29.6925], [9.3667, 31.7391, 35.2046], [7.0940, 34.9827, 33.0659], [9.7442, 24.8718, 26.4538], [10.6620, 29.2576, 36.6891], [7.2491, 34.8585, 35.1553], [8.3085, 31.6370, 36.1789], [8.9180, 28.1889, 34.4421], [10.3155, 30.4607, 35.0465], [7.8139, 35.1027, 33.8698], [8.2204, 36.1166, 33.8688], [-1.7694, 29.4862, 34.4834], [5.8225, 34.1800, 35.4094], [-2.8591, 30.2239, 33.3376], [9.0065, 28.1601, 26.8195], [6.2760, 25.5901, 37.0224], [8.2837, 30.1316, 28.4859], [8.3026, 27.4386, 34.9299], [8.0634, 27.1221, 38.6976], [8.0159, 29.1220, 29.9055], [-0.5056, 30.4133, 31.9363], [5.6841, 37.3336, 35.9676], [10.4787, 30.9824, 32.7834], [9.5248, 27.8621, 39.9577], [4.6332, 28.5292, 33.7488], [1.7564, 32.0539, 29.9776], [9.5265, 31.4544, 32.5619], [1.5723, 29.8868, 33.5091], [5.3303, 25.2705, 36.5964], [8.6453, 34.4150, 33.7183], [7.2428, 29.2902, 37.5059], [11.1199, 30.0860, 36.1529], [8.5381, 26.4515, 34.5227], [-1.5726, 30.3362, 30.9360], [9.8311, 26.2522, 39.3067], [0.6927, 31.3756, 31.5966], [9.9084, 26.9176, 26.4359], [3.2673, 34.7369, 33.6652], [9.4213, 27.2350, 39.0682], [7.1054, 25.2800, 36.3856], [5.4904, 29.6050, 33.2844], [7.2555, 27.6331, 34.7275], [1.4842, 31.1056, 30.4350], [11.3839, 33.9767, 33.9960], [8.8575, 30.7241, 32.0988], [5.2202, 34.0648, 33.9505], [9.6307, 29.7497, 29.5625], [6.2031, 27.0188, 37.0970], [3.4171, 33.1933, 34.5518], [8.7227, 29.3547, 29.1092], [5.0354, 35.3830, 36.1166], [9.0178, 28.1496, 28.3861], [-2.0380, 30.4420, 34.0264], [6.3534, 29.0734, 32.2418], [6.4139, 25.1757, 38.0210], [6.2544, 30.1333, 34.3806], [1.2829, 28.9091, 33.1282], [8.5799, 27.4117, 36.3385], [11.3184, 30.9254, 36.8208], [7.5344, 27.7036, 26.4909], [0.9946, 28.2869, 33.9736], [10.3671, 32.9607, 35.4937], [6.3284, 26.7670, 25.1356], [9.6397, 32.2644, 31.8377], [8.9574, 25.6659, 27.8322], [-0.9508, 31.0221, 33.3220], [12.0836, 29.7350, 35.7717], [4.6583, 30.6654, 32.7385], [10.0368, 27.6753, 38.2837], [2.3916, 30.5810, 30.7358], [11.8550, 32.3002, 34.1585], [5.8264, 32.9779, 36.2046], [7.4973, 27.8720, 37.4054], [-2.3466, 31.1526, 34.7851], [2.1276, 28.4604, 32.6160], [3.8345, 33.8062, 33.7528], [11.5360, 33.1772, 34.7280], [9.8216, 25.6891, 27.1687], [6.6392, 28.4798, 24.8029], [12.3399, 33.4755, 35.4003], [10.7194, 25.5572, 27.7701], [7.8863, 27.2810, 24.4661], [7.0843, 27.5491, 25.1579], [0.1379, 29.0037, 32.2427], [3.9595, 37.0544, 35.6698], [8.8667, 31.9762, 33.7118], [3.7309, 33.2464, 32.8261], [4.9651, 36.6548, 35.5090]],
  "atomic_forces_ev_per_a": [[-0.1, 0.0, -0.2], [0.3, -0.2, 0.1], [-0.1, 0.0, 0.1], [-0.9, 0.0, -0.4], [-0.1, 0.0, 0.0], [0.0, 0.0, 0.0], [-0.2, 0.1, 0.1], [-0.4, -0.1, -0.5], [0.4, 0.3, 0.3], [0.0, 0.1, 0.1], [0.2, 0.2, -0.3], [0.5, 0.1, 0.1], [-0.2, 0.0, 0.0], [0.3, 0.1, 0.1], [0.6, 0.2, 0.2], [0.0, 0.2, 0.1], [0.6, 0.3, -0.2], [0.0, 0.4, 0.0], [0.1, -0.1, -0.2], [-0.1, -0.2, -0.3], [0.0, -0.2, 0.0], [0.0, -0.2, -0.1], [-0.2, -0.2, -0.5], [0.1, 0.0, -0.1], [0.1, 0.1, 0.1], [-0.2, 0.0, -0.1], [0.0, 0.0, 0.0], [0.0, 0.1, 0.1], [-0.7, -0.1, -0.6], [0.1, 0.0, -0.1], [0.0, -0.1, 0.0], [-0.1, -0.1, 0.0], [0.0, 0.2, 0.3], [0.5, -0.3, 0.1], [0.1, 0.1, 0.1], [0.0, -0.3, 0.0], [-0.2, -0.1, -0.1], [0.0, 0.3, 0.2], [0.2, -0.2, 0.1], [0.2, 0.1, 0.1], [0.6, 0.3, 0.4], [0.0, 0.0, 0.0], [-0.6, 0.3, 0.4], [-0.1, 0.3, 0.0], [0.3, -0.1, -0.2], [-0.1, 0.0, 0.1], [0.1, -0.1, 0.2], [0.1, 0.5, -0.3], [0.1, -0.1, -0.1], [-0.1, -0.3, 0.1], [0.1, 0.0, 0.1], [-0.3, 0.4, 0.6], [-0.3, -0.2, 0.0], [0.0, 0.0, 0.1], [-0.4, -0.4, -0.3], [0.3, 0.2, 0.0], [0.0, 0.0, 0.0], [0.2, -0.3, -0.4], [-0.1, 0.1, 0.4], [0.3, -0.3, -0.1], [-0.2, 0.0, 0.1], [-0.5, -0.3, 0.4], [0.0, -0.1, 0.0], [0.2, -0.1, 0.2], [0.0, 0.0, 0.1], [0.2, 0.1, 0.1], [0.0, 0.1, -0.1], [0.4, 0.3, 0.4], [-0.1, 0.1, -0.1], [0.1, -0.2, -0.3], [-0.1, 0.0, -0.1], [0.0, 0.0, 0.0], [-0.1, -0.1, 0.2], [-0.4, -0.1, 0.5], [-0.2, -0.1, -0.2], [0.0, 0.0, 0.0], [0.0, 0.0, -0.1], [-0.4, -0.4, -0.2], [0.2, 0.2, -0.4], [-0.1, -0.1, 0.0], [0.0, 0.0, 0.1], [0.0, 0.0, 0.0], [0.0, 0.1, 0.0], [0.1, 0.0, 0.2], [-0.1, 0.2, -0.6], [0.1, -0.1, -0.1], [0.1, -0.1, 0.2], [0.6, -0.2, 0.3], [0.1, 0.0, 0.0], [-0.5, 0.4, -0.1]]
}